This record from the OMol25 dataset describes 3 unconnected molecules or ions with the total composition C3H14N2O2S. The level of theory is ωB97M-V with the def2-TZVPD basis set.

- E_HOMO (eV) = -8.611
- Kohn-Sham gap (eV) = 9.15
- structure (SMILES) = NC[C@@H](N)CS.O.O
- energy relative to the best compared isomer or geometry (same formula, charge and spin) (eV) = 0.905
- E_tot (Eh) = -780.83024

XYZ file:
```
22
Properties=species:S:1:pos:R:3:mulliken_charge:R:1
N -2.047 0.608 -0.725 -0.54
C -1.009 -0.054 -1.536 -0.80
C -0.553 -1.442 -0.964 0.44
N 0.306 -2.111 -1.881 -0.51
C 0.099 -1.186 0.378 -1.00
S -0.395 -2.214 1.872 -0.22
H -2.326 -0.056 -0.015 0.29
H -1.717 1.485 -0.385 0.23
H -0.225 0.694 -1.714 0.28
H -1.332 -0.291 -2.561 0.28
H -1.491 -1.974 -0.810 0.39
H -0.021 -2.895 -2.405 0.18
H 1.252 -1.800 -1.971 0.15
H 0.055 -0.187 0.819 0.30
H 1.183 -1.341 0.381 0.42
H 0.342 -3.288 1.528 0.12
O -2.501 3.422 2.053 -0.64
H -1.563 3.636 1.894 0.32
H -2.689 3.273 1.107 0.32
O 4.622 1.927 1.322 -0.63
H 4.785 2.578 1.982 0.31
H 5.226 1.218 1.632 0.32
```